[1]
The following is a DFT calculation (wB97M-V/def2-TZVPD) of C41H67BBr2GeN5OP3Pb as an isolated structure at a distorted geometry.

```
122
Properties=species:S:1:pos:R:3:lowdin_spin:R:1
Pb -0.234 0.693 -1.933 0.01
C -0.472 -5.242 -0.230 0.00
C -0.688 -4.028 -1.125 0.00
C -1.012 -4.481 -2.548 0.00
P -1.940 -2.753 -0.499 0.02
C -1.865 -3.034 1.339 0.00
N -0.674 -2.490 1.921 0.01
Ge 0.379 -1.191 0.865 0.05
N 2.730 -0.403 0.772 0.39
C 3.395 0.171 -0.350 0.04
P 2.379 1.414 -1.290 0.00
C 3.532 1.745 -2.734 0.00
C 3.332 0.692 -3.824 0.00
C 5.016 1.831 -2.378 0.00
C 2.289 2.998 -0.299 0.00
C 1.633 4.078 -1.161 0.00
C 3.578 3.532 0.311 0.00
C 3.370 -1.334 1.485 0.02
C 4.638 -1.898 1.222 0.11
C 5.089 -2.970 1.951 0.00
C 4.314 -3.532 2.962 0.15
C 3.095 -2.965 3.292 -0.01
C 2.650 -1.854 2.605 0.11
N 1.448 -1.179 2.873 0.03
C 0.544 -1.773 3.815 0.00
C 0.697 -1.623 5.180 0.00
C -0.211 -2.202 6.052 0.00
C -1.274 -2.933 5.539 0.00
C -1.454 -3.063 4.177 0.00
C -0.557 -2.468 3.277 0.00
C 1.598 0.228 3.112 0.01
C 2.625 0.767 3.857 0.00
C 2.664 2.135 4.084 0.00
C 1.686 2.955 3.545 0.00
C 0.664 2.423 2.782 0.00
C 0.605 1.048 2.555 0.00
N -0.319 0.409 1.779 0.01
C -1.645 0.917 1.661 0.00
P -2.114 1.732 0.013 0.00
C -3.674 0.735 -0.334 0.00
C -4.271 1.059 -1.698 0.00
C -4.757 0.858 0.738 0.00
C -2.778 3.460 0.406 0.00
C -1.767 4.481 -0.103 0.00
C -3.160 3.758 1.856 0.00
C -3.601 -3.595 -0.856 0.00
C -4.141 -3.073 -2.188 0.00
C -4.647 -3.336 0.225 0.00
H 0.244 -5.909 -0.707 0.00
H -1.397 -5.795 -0.080 0.00
H -0.059 -4.953 0.733 0.00
H 0.255 -3.461 -1.155 0.00
H -1.820 -5.209 -2.555 0.00
H -0.137 -4.950 -2.996 0.00
H -1.303 -3.639 -3.171 0.00
H -1.964 -4.102 1.562 0.00
H -2.739 -2.511 1.752 0.00
H 3.659 -0.597 -1.099 0.01
H 4.320 0.673 -0.035 0.01
H 3.202 2.707 -3.136 0.00
H 3.417 -0.320 -3.430 0.00
H 4.089 0.825 -4.593 0.00
H 2.361 0.811 -4.295 0.00
H 5.423 0.847 -2.166 0.00
H 5.214 2.481 -1.533 0.00
H 5.557 2.229 -3.233 0.00
H 1.611 2.739 0.526 0.00
H 2.267 4.356 -2.000 0.00
H 1.468 4.975 -0.566 0.00
H 0.678 3.741 -1.558 0.00
H 4.234 3.952 -0.446 0.00
H 4.107 2.769 0.874 0.00
H 3.328 4.334 1.002 0.00
H 5.262 -1.488 0.443 0.01
H 6.058 -3.389 1.730 0.00
H 4.678 -4.383 3.514 0.01
H 2.510 -3.372 4.102 0.00
H 1.534 -1.058 5.562 0.00
H -0.093 -2.083 7.118 0.00
H -1.978 -3.400 6.211 0.00
H -2.293 -3.633 3.804 0.00
H 3.385 0.116 4.265 0.00
H 3.462 2.548 4.680 0.00
H 1.730 4.022 3.703 0.00
H -0.077 3.074 2.339 0.00
H -1.840 1.624 2.472 0.00
H -2.322 0.062 1.762 0.00
H -3.310 -0.306 -0.356 0.00
H -4.531 2.112 -1.777 0.00
H -5.178 0.477 -1.846 0.00
H -3.576 0.808 -2.494 0.00
H -5.204 1.849 0.733 0.00
H -4.387 0.642 1.738 0.00
H -5.550 0.144 0.519 0.00
H -3.678 3.538 -0.212 0.00
H -0.818 4.369 0.415 0.00
H -2.134 5.492 0.060 0.00
H -1.610 4.338 -1.168 0.00
H -2.289 3.824 2.505 0.00
H -3.850 3.027 2.268 0.00
H -3.651 4.731 1.883 0.00
H -3.433 -4.675 -0.928 0.00
H -4.309 -1.999 -2.138 0.00
H -5.088 -3.553 -2.424 0.00
H -3.456 -3.265 -3.007 0.00
H -4.743 -2.269 0.418 0.00
H -4.421 -3.849 1.155 0.00
H -5.612 -3.701 -0.121 0.00
Br -2.030 -0.636 -4.699 0.00
C -0.328 -1.088 -5.473 0.00
Br 0.864 -1.809 -4.131 0.00
H 0.116 -0.182 -5.881 0.00
H -0.492 -1.846 -6.235 0.00
O -2.208 2.812 -2.968 0.00
H -2.691 2.413 -3.695 0.00
H -1.611 3.454 -3.362 0.00
B 1.272 3.628 -5.515 0.00
C 0.691 2.694 -4.479 0.00
N 0.283 1.973 -3.650 0.00
H 1.647 2.957 -6.432 0.00
H 2.181 4.180 -4.958 0.00
H 0.406 4.385 -5.836 0.00
```

## Properties
LUMO energy (alpha / beta): -2.58 / -4.45 eV
⟨S²⟩: 0.789
Net charge: +1
Spin multiplicity: 2
Kohn-Sham gap (alpha / beta): 6.96 / 5.13 eV
Electronic energy: -283488.4896 eV
F_max: 0.04912 Eh/bohr
Relative energy (zero: lowest compared OMol25 entry of this formula, charge and spin): 0.00 kcal per mole

[2]
The following is a DFT calculation (wB97M-V/def2-TZVPD) of C19H19N3O2S in the gas phase at a distorted geometry.

```
44
Properties=species:S:1:pos:R:3:nbo_charge:R:1
C 1.607 -1.910 4.148 -0.60
C 2.976 -1.296 3.288 -0.36
C 2.475 -0.715 2.111 -0.44
C 3.641 -0.388 1.320 -0.42
C 4.434 -1.421 0.511 0.67
O 5.559 -1.791 0.865 -0.59
N 3.680 -2.169 -0.318 -0.45
N 2.457 -2.037 -0.934 -0.23
C 2.004 -2.632 -1.811 0.04
C 0.670 -2.075 -2.028 0.25
C -0.266 -2.799 -3.188 -0.26
C -1.311 -1.891 -3.189 -0.34
C -1.237 -1.179 -2.013 0.14
S -2.430 0.040 -1.486 0.38
C -1.694 1.273 -0.627 -0.23
C -0.306 1.231 -0.248 -0.18
C 0.294 2.371 0.567 -0.20
C -0.646 2.965 1.269 -0.14
C -2.086 2.990 0.975 -0.05
C -3.032 3.747 1.704 -0.19
C -4.245 3.834 1.086 -0.19
C -4.755 2.775 0.439 0.04
N -3.784 2.033 0.039 -0.41
C -2.582 2.059 -0.003 0.13
O -0.078 -1.173 -1.329 -0.38
H 0.854 -2.391 3.543 0.21
H 1.031 -0.927 4.364 0.19
H 1.997 -2.390 4.975 0.21
H 3.469 -2.457 2.949 0.17
H 3.655 -0.890 3.942 0.21
H 1.795 0.185 2.492 0.22
H 1.702 -1.547 1.490 0.23
H 3.233 0.243 0.240 0.17
H 4.329 0.134 1.638 0.20
H 4.049 -3.227 -0.602 0.35
H 2.414 -3.342 -2.250 0.16
H -0.069 -3.644 -3.949 0.25
H -2.184 -2.062 -3.727 0.23
H 0.519 0.772 -0.663 0.23
H 1.229 2.391 0.748 0.20
H -0.176 4.015 1.891 0.17
H -2.672 4.682 2.211 0.23
H -5.124 4.365 1.879 0.18
H -5.702 2.463 0.314 0.20
```

## Properties
LUMO energy: -0.27 eV
Kohn-Sham gap: 7.02 eV
Electronic energy: -39395.7811 eV
F_max: 0.30613 Eh/bohr
Relative energy (zero: lowest compared OMol25 entry of this formula, charge and spin): 427.74 kcal per mole

[3]
The following is a DFT calculation (wB97M-V/def2-TZVPD) of a 10-piece molecular cluster, C45H85Cl4N9 overall at a distorted geometry.

```
143
Properties=species:S:1:pos:R:3:lowdin_charge:R:1
Cl -1.189 1.412 -0.311 0.58
C 0.206 0.410 -0.036 -1.87
Cl 0.553 -0.609 -1.465 0.58
Cl 1.646 1.423 0.329 0.58
Cl -0.299 -0.669 1.409 0.54
C -3.734 -0.549 -2.586 -0.16
C -4.443 -1.711 -2.542 -0.11
C -5.167 -1.802 -3.759 -0.12
N -4.894 -0.658 -4.457 0.01
C -4.042 0.127 -3.717 -0.13
H -3.020 -0.222 -1.844 0.06
H -4.409 -2.458 -1.763 0.09
H -5.811 -2.600 -4.097 0.11
H -5.311 -0.530 -5.368 0.15
H -3.744 1.111 -4.047 0.11
C 2.813 1.579 3.951 -0.12
C 2.172 2.483 4.779 -0.15
C 1.036 1.915 5.335 -0.14
N 0.830 0.760 4.666 0.03
C 1.901 0.536 3.793 -0.15
H 3.782 1.754 3.508 0.10
H 2.697 3.361 5.126 0.10
H 0.336 2.264 6.079 0.11
H -0.018 0.212 4.709 0.11
H 1.892 -0.273 3.078 0.05
C -2.108 -2.004 4.062 -0.13
C -3.230 -1.483 4.709 -0.11
C -2.830 -1.188 6.002 -0.12
N -1.513 -1.646 6.222 0.02
C -1.117 -2.207 5.011 -0.15
H -1.995 -2.309 3.032 0.05
H -4.224 -1.349 4.311 0.10
H -3.334 -0.727 6.839 0.10
H -1.088 -1.638 7.138 0.14
H -0.140 -2.651 4.890 0.09
C -0.287 -3.697 -5.487 -0.15
C -1.255 -4.010 -6.407 -0.11
C -2.412 -3.280 -6.023 -0.11
N -2.087 -2.529 -4.907 0.04
C -0.812 -2.813 -4.584 -0.16
H 0.673 -4.191 -5.489 0.09
H -1.221 -4.639 -7.284 0.09
H -3.401 -3.275 -6.457 0.09
H -2.770 -2.029 -4.356 0.09
H -0.464 -2.391 -3.652 0.08
C -3.640 -3.369 0.974 -0.11
C -3.464 -4.654 1.499 -0.13
C -2.146 -5.052 1.423 -0.12
N -1.485 -4.057 0.767 0.03
C -2.374 -3.077 0.489 -0.21
H -4.581 -2.877 0.781 0.09
H -4.261 -5.267 1.892 0.09
H -1.498 -5.872 1.698 0.10
H -0.493 -4.061 0.577 0.08
H -2.027 -2.233 -0.088 0.07
C 3.768 1.300 -6.532 -0.06
C 5.015 0.427 -6.076 -0.23
N 4.937 -0.104 -4.668 -0.18
C 6.285 -0.636 -4.327 -0.26
C 7.128 0.567 -3.821 -0.09
C 3.996 -1.245 -4.615 -0.27
C 3.325 -1.105 -3.260 -0.11
H 3.764 1.468 -7.609 0.07
H 3.615 2.176 -5.901 0.07
H 2.929 0.670 -6.236 0.05
H 5.233 -0.479 -6.642 0.10
H 5.902 1.040 -6.238 0.09
H 6.297 -1.369 -3.521 0.11
H 6.787 -1.164 -5.138 0.11
H 6.754 0.934 -2.866 0.07
H 8.152 0.248 -3.629 0.06
H 7.209 1.418 -4.497 0.06
H 4.473 -2.220 -4.712 0.11
H 3.234 -1.239 -5.394 0.10
H 2.956 -0.083 -3.172 0.07
H 4.027 -1.356 -2.465 0.06
H 2.619 -1.901 -3.024 0.02
C 3.705 4.214 0.593 -0.08
C 2.488 5.032 0.082 -0.27
N 1.777 5.759 1.108 -0.19
C 0.829 6.771 0.592 -0.25
C 1.594 7.844 -0.237 -0.09
C 1.067 4.861 2.070 -0.23
C 0.573 5.639 3.311 -0.08
H 4.263 4.014 -0.322 0.07
H 3.424 3.276 1.073 0.00
H 4.333 4.783 1.278 0.08
H 2.842 5.685 -0.716 0.10
H 1.781 4.396 -0.451 0.09
H 0.010 6.324 0.028 0.11
H 0.373 7.416 1.343 0.09
H 1.070 8.786 -0.401 0.07
H 2.492 7.971 0.367 0.08
H 1.918 7.473 -1.209 0.05
H 1.793 4.154 2.470 0.09
H 0.262 4.412 1.487 0.10
H 1.486 6.005 3.781 0.08
H 0.003 4.969 3.955 0.05
H -0.027 6.513 3.060 0.05
C 1.389 -4.128 2.782 -0.07
C 1.699 -5.021 1.550 -0.22
N 1.437 -4.316 0.265 -0.23
C 1.436 -5.230 -0.878 -0.23
C 0.819 -4.543 -2.113 -0.07
C 2.365 -3.181 0.140 -0.27
C 3.865 -3.419 -0.051 -0.07
H 0.365 -3.755 2.800 0.05
H 2.141 -3.345 2.881 0.07
H 1.531 -4.738 3.674 0.08
H 2.743 -5.330 1.503 0.11
H 1.060 -5.903 1.542 0.10
H 2.431 -5.631 -1.071 0.11
H 0.771 -6.021 -0.530 0.11
H 1.394 -3.751 -2.593 0.05
H 0.639 -5.278 -2.898 0.07
H -0.184 -4.207 -1.850 0.07
H 2.035 -2.608 1.006 0.08
H 2.214 -2.614 -0.779 0.04
H 4.299 -3.881 0.836 0.07
H 4.343 -2.459 -0.246 0.07
H 4.040 -4.045 -0.925 0.07
C -4.409 0.374 1.181 -0.07
C -5.256 1.215 2.154 -0.26
N -4.618 2.475 2.508 -0.18
C -3.517 2.211 3.388 -0.29
C -2.386 3.254 3.359 -0.06
C -5.536 3.350 3.250 -0.25
C -6.572 4.064 2.370 -0.08
H -3.741 -0.248 1.776 0.05
H -3.825 1.020 0.524 0.04
H -5.083 -0.145 0.499 0.07
H -6.252 1.344 1.730 0.10
H -5.581 0.733 3.076 0.11
H -3.042 1.261 3.141 0.09
H -3.862 1.879 4.368 0.11
H -2.101 3.532 2.344 0.07
H -1.525 2.803 3.852 0.05
H -2.696 4.146 3.903 0.06
H -6.003 2.810 4.074 0.11
H -4.900 4.127 3.673 0.10
H -7.409 4.423 2.969 0.06
H -6.101 4.954 1.954 0.07
H -7.074 3.491 1.591 0.06
```

## Properties
LUMO energy: 0.07 eV
Kohn-Sham gap: 7.91 eV
Electronic energy: -111539.5837 eV
F_max: 0.06900 Eh/bohr

What is the F_max in the third record? 0.06900 Eh/bohr